Record 1
DFT (the ωB97M-V functional and the def2-TZVPD basis) results for C27H59BO13Pt2S6 as an isolated structure at a distorted geometry.

Last column: Löwdin spin population.
Element x y z (Å)
Pt: 3.904 -13.459 4.496  1.5209
Pt: 3.887 -13.546 1.080  1.4724
S: 2.119 -15.343 6.929  0.0098
S: 2.744 -10.197 0.111  0.0076
S: 4.870 -17.012 1.951  0.0065
S: -4.141 -15.763 0.447  0.0000
S: -1.911 -19.133 3.635  0.0000
S: 1.992 -10.441 5.286  0.0081
O: -2.947 -20.059 3.302  0.0000
O: 3.046 -11.509 0.707  0.0577
O: 2.568 -13.924 2.864  0.3172
O: -5.046 -16.842 0.713  0.0000
O: -4.114 -14.523 1.190  0.0000
O: 1.932 -9.243 0.804  0.0090
O: -1.269 -18.352 2.590  0.0001
O: 1.870 -16.600 6.287  0.0004
O: 2.902 -11.507 4.831  0.0658
O: 6.196 -17.509 2.169  0.0069
O: 4.598 -15.587 1.772  0.0500
O: 2.291 -9.660 6.443  0.0068
O: 2.704 -14.202 6.191  0.0646
C: -2.788 -16.003 -1.910  0.0000
C: -4.063 -15.405 -1.332  0.0000
C: 0.623 -15.295 3.638  0.0152
C: -0.535 -19.891 4.539  0.0000
C: 0.676 -14.703 7.818  0.0044
C: 0.645 -15.520 9.114  0.0015
C: 0.035 -9.189 4.146  0.0015
C: -1.453 -18.167 6.075  0.0000
C: 4.357 -9.498 -1.933  0.0006
C: 3.737 -19.222 2.689  0.0007
C: 1.356 -14.539 2.513  0.0301
C: 0.405 -13.633 1.751  0.0044
C: 3.530 -19.200 1.165  0.0002
C: -0.171 -18.808 5.545  0.0000
C: 3.488 -10.700 -2.322  0.0007
C: 3.794 -17.774 3.142  0.0032
C: 2.165 -10.581 -1.560  0.0009
C: 4.320 -9.449 -0.405  0.0014
C: -2.476 -16.391 0.516  0.0000
C: -0.674 -10.383 4.808  0.0000
C: 4.161 -17.926 0.562  0.0012
C: 2.039 -16.089 9.466  0.0006
C: -2.474 -18.001 4.951  0.0000
C: 3.027 -15.523 8.452  0.0006
C: 0.349 -11.237 5.579  -0.0010
C: -1.757 -15.979 -0.775  0.0000
C: 1.477 -9.509 3.840  0.0055
B: 3.457 -14.555 -0.961  0.1532
H: -0.040 -16.362 8.968  0.0000
H: 2.533 -14.786 -1.665  0.0265
H: 4.279 -8.393 -0.137  0.0000
H: -1.946 -15.982 1.371  0.0000
H: 0.880 -13.462 0.779  -0.0003
H: -2.550 -17.480 0.547  0.0000
H: -4.048 -14.317 -1.390  0.0000
H: 2.118 -8.638 3.729  0.0000
H: 0.093 -14.998 9.894  0.0003
H: -1.475 -14.941 -0.546  0.0000
H: -2.473 -15.449 -2.796  0.0000
H: -1.125 -20.674 5.027  0.0000
H: -0.235 -14.689 7.227  0.0001
H: -2.508 -17.047 4.426  0.0000
H: -0.236 -15.808 3.209  0.0007
H: 2.263 -15.673 10.447  0.0001
H: 2.145 -17.168 9.521  0.0000
H: -2.950 -17.013 -2.293  0.0000
H: -1.750 -18.738 6.959  0.0000
H: 1.505 -10.156 2.965  -0.0001
H: -3.478 -18.223 5.306  0.0000
H: 1.571 -11.489 -1.519  0.0001
H: 2.890 -19.706 3.163  0.0002
H: 2.801 -17.334 2.995  0.0001
H: 3.299 -17.307 0.316  0.0020
H: -1.357 -17.178 6.539  0.0000
H: 4.922 -18.042 -0.200  0.0000
H: 0.235 -20.196 3.853  0.0000
H: -0.094 -8.327 4.807  0.0000
H: 0.978 -13.674 8.026  0.0001
H: 0.374 -18.087 4.920  0.0000
H: 0.280 -11.194 6.665  0.0000
H: 3.085 -14.975 0.092  0.0859
H: -1.163 -11.052 4.102  0.0000
H: 2.473 -19.156 0.903  0.0000
H: -1.395 -9.957 5.498  0.0000
H: -0.468 -8.770 3.272  0.0005
H: 1.644 -9.696 -1.924  0.0001
H: 4.044 -17.611 4.189  0.0002
H: 3.289 -10.698 -3.392  0.0000
H: -0.827 -16.487 -1.022  0.0000
H: 5.361 -9.486 -2.349  0.0001
H: 4.568 -19.867 2.969  0.0000
H: 4.066 -11.577 -2.025  0.0004
H: 3.863 -8.644 -2.404  0.0000
H: 0.161 -14.529 4.275  0.0004
H: 1.299 -15.961 4.165  -0.0002
H: 3.915 -20.131 0.755  0.0000
H: 1.592 -15.383 1.844  0.0073
H: -0.510 -14.180 1.514  0.0010
H: 0.457 -18.990 6.414  0.0000
H: 3.295 -14.492 8.699  0.0000
H: 3.972 -16.062 8.407  0.0000
H: -5.009 -15.789 -1.710  0.0000
H: 4.465 -15.096 -1.264  0.0153
H: 0.082 -12.668 2.144  0.0002
H: 3.628 -13.396 -1.006  0.0302
H: 0.477 -12.266 5.252  -0.0001
H: 5.058 -9.933 0.231  -0.0001

Computed properties:
HOMO (spin up / spin down) ... -13.4 / -13.4 eV
Net charge ... +2
Gap between HOMO and LUMO (spin up / spin down) ... 5.7478 / 4.7476 eV
Multiplicity ... 5

Record 2
DFT (the ωB97M-V functional and the def2-TZVPD basis) results for a 2-piece molecular cluster, H2 overall at a distorted geometry.

Last column: Mulliken charge in e.
Element x y z (Å)
H: 0.000 0.000 -1.394  0.0000
H: 0.000 0.000 1.394  0.0000

Computed properties:
HOMO ... -9.4 eV
Gap between HOMO and LUMO ... 5.7247 eV

Record 3
DFT (the ωB97M-V functional and the def2-TZVPD basis) results for a 6-piece molecular cluster, C16H31O12S2 overall at a distorted geometry.

Last column: natural (NBO) charge in e.
Element x y z (Å)
S: 23.518 14.782 -7.419  1.1801
S: 23.639 5.021 -5.624  1.2340
O: 15.050 13.022 -10.193  -0.4879
O: 13.321 6.098 -6.431  -0.4848
O: 19.838 2.698 -12.635  -0.4958
O: 19.982 8.852 -8.726  -1.3766
O: 18.997 1.020 -11.389  -0.5972
O: 25.082 4.794 -5.967  -0.9820
O: 18.487 3.148 -11.045  -0.4799
O: 13.960 11.152 -10.423  -0.4950
O: 13.248 12.960 -11.573  -0.5896
O: 14.841 6.569 -4.865  -0.4891
O: 12.766 7.606 -4.782  -0.5922
O: 22.886 16.147 -7.039  -0.9695
C: 15.106 10.803 -9.712  -0.0849
C: 18.728 4.385 -11.712  -0.1158
C: 20.024 4.789 -13.903  -0.6212
C: 16.351 4.826 -4.925  -0.6250
C: 22.728 5.056 -7.197  -0.8352
C: 22.147 13.637 -7.628  -0.8309
C: 24.372 14.053 -5.937  -0.8149
C: 19.938 4.078 -12.539  0.0709
C: 19.090 2.175 -11.682  0.9720
C: 15.780 12.118 -9.415  0.0520
C: 13.578 6.832 -5.304  0.9698
C: 14.002 12.451 -10.799  0.9772
C: 14.533 5.351 -6.694  -0.0998
C: 15.736 12.540 -7.970  -0.6329
C: 23.395 6.802 -5.342  -0.8474
C: 15.609 5.872 -5.737  0.0602
H: 23.781 7.532 -6.054  0.2422
H: 21.426 13.923 -8.394  0.2566
H: 20.896 4.426 -14.447  0.2240
H: 18.952 5.179 -10.999  0.2251
H: 20.860 4.216 -11.975  0.1848
H: 23.730 13.814 -5.090  0.2277
H: 16.850 4.161 -5.630  0.2172
H: 19.155 4.676 -14.550  0.2146
H: 17.143 5.171 -4.261  0.2327
H: 24.866 13.118 -6.201  0.2289
H: 14.850 10.279 -8.791  0.1877
H: 21.649 5.207 -7.217  0.2542
H: 23.211 5.778 -7.856  0.2391
H: 23.640 7.195 -4.355  0.2276
H: 22.882 4.073 -7.642  0.2254
H: 14.297 4.299 -6.532  0.1863
H: 22.515 12.660 -7.943  0.2474
H: 17.855 4.810 -12.208  0.1893
H: 21.525 13.621 -6.733  0.2364
H: 15.674 10.107 -10.329  0.1958
H: 22.316 6.945 -5.271  0.2403
H: 15.699 4.223 -4.292  0.2161
H: 25.182 14.694 -5.588  0.2372
H: 16.231 6.627 -6.217  0.2020
H: 20.763 9.013 -9.290  0.3829
H: 20.064 5.834 -13.592  0.2275
H: 16.114 13.547 -7.796  0.2251
H: 14.718 12.520 -7.581  0.2092
H: 16.199 11.823 -7.292  0.2335
H: 14.748 5.545 -7.745  0.2055
H: 16.778 11.966 -9.826  0.2088

Computed properties:
HOMO ... -3.4 eV
Net charge ... -1
Gap between HOMO and LUMO ... 5.4450 eV

Record 4
DFT (the ωB97M-V functional and the def2-TZVPD basis) results for C19H28Br18F2N2O4 as an isolated structure.

Last column: Mulliken charge in e.
Element x y z (Å)
Br: 5.352 0.553 2.377  -0.0197
Br: 12.800 0.166 0.090  -0.0420
Br: 11.622 -2.513 -1.130  -0.0040
Br: -4.269 -4.422 4.421  0.0208
Br: 6.882 -2.849 -3.755  -0.0292
Br: 10.276 0.307 -1.828  0.0038
Br: -6.991 0.519 4.749  -0.0173
Br: -5.050 -2.154 2.360  0.0305
Br: -4.978 -5.306 7.895  -0.0552
Br: -2.802 -4.276 1.598  -0.0129
Br: -5.819 1.485 7.542  -0.0154
Br: -3.851 0.782 5.152  -0.0394
Br: 4.658 -2.350 -1.528  0.0398
Br: 7.641 -3.069 -0.677  -0.0193
Br: -5.208 -3.441 10.458  -0.0447
Br: 6.790 1.683 -0.222  -0.0257
Br: -4.548 -2.158 7.623  0.0699
Br: 8.508 0.306 2.089  -0.0096
F: -0.813 4.145 -2.622  -0.4004
F: -0.887 -0.003 -3.913  -0.4004
O: 0.769 -0.654 -2.549  -0.3353
O: 1.238 -1.756 -0.652  -0.6191
O: -0.082 0.053 -0.636  -0.4739
O: 3.415 0.687 -2.101  -0.4818
N: 2.697 2.302 -0.668  -0.3692
N: -5.567 -0.154 -1.096  -0.5592
C: -1.694 3.147 -2.130  0.5345
C: -4.438 -3.969 2.563  -0.4068
C: 6.950 1.352 1.668  -0.3464
C: -2.350 -1.368 -1.680  -0.7096
C: -2.875 3.838 -1.471  -1.4377
C: -3.771 -1.906 -1.405  0.0387
C: -0.845 0.762 -1.648  1.3914
C: -0.902 2.220 -1.194  -1.6189
C: 2.773 1.688 -1.920  0.4603
C: 0.791 1.535 -3.668  -1.2648
C: -5.579 1.477 5.635  -0.3322
C: 6.512 -2.202 -1.978  -0.1022
C: -4.354 -3.698 8.755  -0.3266
C: 1.959 2.344 -3.022  -1.0536
C: -0.002 0.453 -2.926  1.0927
C: 0.696 -0.866 -1.214  0.5774
C: 11.212 -0.738 -0.516  0.0677
C: -2.261 0.162 -1.695  -0.6227
C: -4.939 -1.120 -2.018  -0.7008
H: -2.778 0.554 -2.578  0.3083
H: -1.351 2.228 -0.195  0.7267
H: -2.784 0.557 -0.812  0.3739
H: -2.040 2.602 -3.017  0.2914
H: -3.143 4.730 -2.048  0.4192
H: 2.689 2.523 -3.821  0.4600
H: -3.298 -3.827 8.943  0.3593
H: -5.194 -4.611 2.135  0.4068
H: -5.160 -0.229 -0.171  0.1958
H: -5.705 -1.842 -2.329  0.3157
H: 1.164 1.043 -4.570  0.6262
H: -3.749 3.177 -1.467  0.2057
H: -3.908 -1.995 -0.320  -0.3648
H: -4.625 -0.600 -2.930  0.2738
H: -5.431 0.799 -1.409  0.2831
H: -1.686 -1.772 -0.909  0.2144
H: 2.857 3.304 -0.726  0.2794
H: -5.622 2.502 5.298  0.3608
H: 0.039 2.259 -3.996  0.2732
H: 1.602 3.325 -2.698  0.4708
H: -1.996 -1.769 -2.638  0.3654
H: 7.076 2.310 2.149  0.4188
H: 3.405 1.887 -0.061  0.1729
H: 0.109 2.614 -1.077  0.2983
H: 10.553 -0.829 0.335  -0.0772
H: -2.644 4.150 -0.448  0.3699
H: -3.814 -2.933 -1.791  0.4370
H: 6.771 -1.153 -1.966  0.1039

Computed properties:
HOMO ... -9.3 eV
Gap between HOMO and LUMO ... 9.0977 eV

Record 5
DFT (the ωB97M-V functional and the def2-TZVPD basis) results for an isolated molecule of C5H7N3O3 at a distorted geometry.

Last column: natural (NBO) charge in e.
Element x y z (Å)
O: 1.913 -2.461 0.233  -0.4970
O: -2.324 1.867 1.413  -0.3749
O: -0.219 1.808 1.154  -0.4203
N: -1.356 1.584 0.791  0.4860
N: 0.564 -0.124 -0.680  -0.2632
N: -0.358 0.872 -1.226  -0.4449
C: 0.790 -2.206 0.544  0.4190
C: -1.490 0.921 -0.416  0.0644
C: -1.212 -0.865 0.623  -0.1734
C: 1.801 0.510 -0.379  -0.4068
C: 0.055 -0.939 0.247  -0.0338
H: -1.978 -1.602 0.892  0.2340
H: 1.793 0.902 0.535  0.2014
H: 2.734 -0.244 -0.605  0.2211
H: -0.575 0.610 -2.238  0.3939
H: 2.060 1.291 -1.150  0.2208
H: 0.267 -3.074 1.147  0.1277
H: -2.463 1.150 -0.884  0.2459

Computed properties:
HOMO ... -9.3 eV
Gap between HOMO and LUMO ... 9.1015 eV

Record 6
DFT (the ωB97M-V functional and the def2-TZVPD basis) results for C8H11FNO3S as an isolated structure at a distorted geometry.

Last column: Löwdin spin population.
Element x y z (Å)
S: -2.950 -0.812 -0.157  0.0492
F: -2.197 1.489 -1.407  0.1020
O: -2.444 -1.693 0.896  0.0205
O: -4.254 -0.323 0.078  0.1153
O: -2.648 -1.356 -1.467  0.0134
N: -2.075 1.974 2.020  0.2953
C: -2.107 1.553 0.965  0.1611
C: 2.470 -0.092 0.340  0.0045
C: 1.556 -1.149 0.893  0.0427
C: -1.984 0.801 -0.245  0.4820
C: 0.663 1.025 -1.042  0.0596
C: 1.949 0.301 -1.147  0.0461
C: -0.219 0.038 -0.300  0.5081
C: 0.167 -0.473 1.062  0.0436
H: -0.411 -1.119 1.504  0.0021
H: 0.137 0.394 1.760  0.0017
H: 1.331 -1.876 0.165  0.0019
H: 1.798 -1.617 1.898  0.0073
H: 3.498 -0.447 0.273  0.0014
H: 1.812 -0.620 -1.680  0.0025
H: 2.380 0.828 0.847  0.0013
H: 2.863 0.644 -1.557  0.0134
H: 0.913 2.034 -0.624  0.0054
H: -0.473 -0.679 -1.057  0.0168
H: 0.226 1.176 -2.016  0.0027

Computed properties:
HOMO (spin up / spin down) ... -0.8 / -6.0 eV
Net charge ... -1
Gap between HOMO and LUMO (spin up / spin down) ... 4.2236 / 6.3398 eV
Multiplicity ... 3